56
Properties=species:S:1:pos:R:3:forces:R:3:mulliken_charge:R:1 method="wB97M-V/def2-TZVPD" total_charge=0 homo_energy_ev=-9.960 orbital_gap_ev=10.77 total_energy_ha=-1068.1065 smiles=CCCCCCCCC[SiH3].CCCC#N.CCCC#N
C -2.415410 -1.086657 1.769713 -0.0832 -0.8101 -0.1670 -0.3620
C -2.022896 -2.221533 0.618451 -1.3670 -0.1772 0.4519 -0.3293
C -1.307661 -3.550415 1.270429 0.8775 -0.0399 -0.5817 -0.6543
C 0.351367 -3.448801 1.335501 -0.3339 0.6515 0.1180 -0.2234
C 0.800041 -2.703291 2.763686 0.0423 -1.5159 0.2473 -0.1797
C 2.424411 -2.805317 3.023632 -0.2045 -0.7517 -0.3618 -0.7493
C 3.320704 -1.710003 2.196366 0.9466 0.0915 0.9719 -0.4191
C 2.653712 -0.219421 2.063066 -0.7873 0.2508 0.3093 -0.7995
C 1.630322 -0.021557 0.798005 -0.5026 1.0609 0.8159 0.3856
Si 2.470496 -0.144549 -0.944313 -0.9254 -0.6383 0.9089 0.5994
H -2.698151 -1.690355 2.759005 0.8713 1.4490 -2.0007 0.2703
H -3.396472 -0.494176 1.478941 2.3124 -1.0263 0.3993 -0.1572
H -1.496450 -0.369353 1.925189 -2.0444 -1.3000 -0.0438 0.0926
H -1.417468 -1.772513 -0.279491 -0.9868 -0.8303 1.8617 0.2305
H -3.068046 -2.567882 0.162217 2.2637 0.6155 0.8951 0.3271
H -1.706328 -3.756484 2.367600 0.6522 0.3555 -2.4018 0.2624
H -1.543299 -4.449265 0.557094 0.2610 1.5723 1.5202 0.2768
H 0.874450 -4.515661 1.229681 -1.2616 2.2694 0.5268 0.3777
H 0.697461 -2.840501 0.383334 -0.5695 -1.1223 1.9717 -0.0428
H 0.356571 -1.626136 2.876108 0.9766 -2.0176 -0.3979 -0.0516
H 0.289125 -3.360813 3.617443 1.0207 1.4183 -1.7632 0.3998
H 2.678021 -2.846668 4.189042 -0.6402 0.4875 -2.5507 0.3050
H 2.746983 -3.879403 2.613738 -0.6811 2.2572 0.9396 0.2472
H 4.329620 -1.567288 2.818309 -2.0836 -0.3616 -1.3931 0.2736
H 3.638217 -2.209582 1.187173 -0.7651 1.3014 1.6914 0.2813
H 2.036797 -0.000604 3.058080 1.3682 -0.5278 -1.9858 0.2921
H 3.444091 0.664938 1.995418 -1.3790 -2.1256 0.1002 0.3400
H 1.221443 1.097328 0.875487 0.7306 -2.2883 -0.1542 0.3085
H 0.674619 -0.705090 0.820412 1.9716 1.2211 0.1259 -0.7287
H 3.161799 -1.430017 -1.121547 0.1141 -0.1505 0.0790 -0.1476
H 3.457619 0.903678 -1.163131 0.1413 0.4587 0.0563 -0.3019
H 1.369726 -0.137614 -1.930525 0.0630 0.2453 -0.1038 -0.1798
C 4.013659 2.814109 -6.238438 -0.0483 0.0291 -0.1314 -1.1240
C 4.210799 3.285806 -4.801218 -0.2774 0.1271 -0.2870 -0.4194
C 5.114004 2.356002 -3.988549 -0.6888 -0.8957 0.0382 -0.2995
C 4.496505 0.968582 -3.922854 -3.1801 -7.8662 0.5047 0.2736
N 3.984306 -0.182305 -3.868341 4.0452 9.1793 -0.5113 -0.5481
H 3.515501 1.840349 -6.279644 0.1165 0.0872 0.0505 0.3461
H 3.386290 3.522802 -6.788255 0.1275 -0.0858 0.0538 0.3250
H 4.974298 2.732860 -6.759975 -0.1407 -0.0063 0.0421 0.2990
H 3.229796 3.367967 -4.317399 0.2209 -0.0098 0.0368 0.2757
H 4.648994 4.289778 -4.813628 0.0159 -0.1457 0.1380 0.3165
H 5.234882 2.744240 -2.971659 -0.0245 -0.2784 -0.0700 0.2754
H 6.106936 2.287485 -4.445995 -0.1598 -0.1701 0.0686 0.3073
C -6.488560 3.155195 2.090996 -0.0085 0.1116 0.0900 -1.1387
C -7.171430 2.268672 1.054306 -0.0892 0.3883 0.1239 -0.4403
C -6.357423 1.019579 0.710937 0.8545 0.5003 -0.5262 -0.2893
C -5.011282 1.426438 0.133937 7.6036 1.9842 -3.2864 0.1917
N -3.894639 1.763900 -0.344694 -8.9126 -2.6279 3.8139 -0.4890
H -5.531808 3.541336 1.725498 -0.0897 -0.1228 0.0327 0.3556
H -7.118314 4.019044 2.326184 0.0777 -0.1418 0.0109 0.3238
H -6.305826 2.603085 3.020089 -0.0030 0.0979 -0.1126 0.3024
H -7.349723 2.857803 0.146375 0.0077 -0.2079 0.0852 0.2911
H -8.151144 1.963352 1.437803 0.1237 -0.0931 -0.1273 0.3065
H -6.894836 0.411519 -0.024493 0.2793 0.0408 0.0311 0.3202
H -6.196397 0.407405 1.604905 0.1526 0.0833 -0.1529 0.2944

***

68
Properties=species:S:1:pos:R:3:forces:R:3:mulliken_charge:R:1 method="wB97M-V/def2-TZVPD" total_charge=+1 homo_energy_ev=-10.877 orbital_gap_ev=6.43 total_energy_ha=-5459.5004
C 0.126893 -1.592507 -0.808061 -0.2258 -0.7564 0.5278 -0.8268
C 0.642674 -2.033163 0.720530 -2.8244 -2.2840 0.5009 0.2191
Cl 2.149419 -1.161799 1.352201 -2.5370 -1.6957 -0.7253 -0.0979
C -0.149070 -3.076727 1.488170 2.6535 4.3168 -4.2049 -0.1513
Cl -1.659862 -3.723613 0.589593 2.5509 0.7924 2.0603 -0.0626
N 0.288657 -3.477219 2.878366 -0.7920 1.2049 -2.2242 0.2240
C 1.639689 -4.177497 2.942725 2.5351 -1.0741 -0.1901 -0.5933
C 2.747142 -3.444687 3.900676 -0.2787 5.8804 3.2591 0.2177
O 2.639581 -2.255694 4.496988 -0.2875 -7.7741 -4.2775 -0.4656
I 4.647035 -4.537889 4.322163 -1.7755 0.6793 -0.6434 0.1556
P -0.865477 -4.579389 3.726721 -3.5057 -1.2456 3.1596 0.1936
O -2.488901 -3.857297 3.747659 3.2645 -0.5088 0.1449 -0.4164
Br -0.988546 -6.611236 2.622023 -0.0582 1.9107 0.1339 -0.0647
H 0.802707 -0.739334 -1.243499 -1.4197 -1.7519 1.0070 0.1800
H -1.028152 -1.293942 -0.759649 2.7252 -0.4100 0.0648 0.2985
H 0.150413 -2.558089 -1.510496 0.2041 2.1275 1.6373 0.3138
H 0.272793 -2.583204 3.456851 0.4350 -1.0186 -0.4744 0.5510
H 1.528303 -5.289894 3.361566 0.1083 2.4425 -0.9219 0.5504
H 2.093030 -4.225991 1.839393 -1.0674 0.1033 2.5223 0.3531
H -2.579180 -3.402953 4.645095 0.2374 -0.7799 -1.4085 0.3799
C 3.331794 2.427920 -1.706201 -0.0243 -0.1893 -0.0878 -0.7878
O 3.988012 1.308472 -2.292019 0.1363 0.3279 0.1983 -0.2680
C 5.351174 1.593293 -2.624687 -0.0443 -0.5173 0.1213 -0.5470
C 6.310958 0.986891 -1.598568 0.0001 0.5897 -0.0510 -0.5293
O 6.192743 1.636122 -0.329512 -0.4278 -0.4652 -0.0360 -0.3886
C 5.447188 0.862091 0.604790 0.3302 0.3122 -0.0039 -0.7252
H 2.373357 2.090558 -1.303491 0.0681 -0.0505 -0.1006 0.2453
H 3.917978 2.859769 -0.892021 0.0288 0.0190 -0.0361 0.4599
H 3.140926 3.187544 -2.469843 0.0214 0.1018 0.0966 0.2201
H 5.512219 2.675161 -2.723508 -0.0048 -0.1721 0.1259 0.3642
H 5.542238 1.134905 -3.600518 0.0368 0.0287 0.0465 0.3574
H 7.338378 1.144812 -1.942400 -0.0587 -0.0234 -0.0191 0.3981
H 6.150545 -0.095026 -1.502185 -0.0776 0.1517 -0.0324 0.2911
H 6.044863 0.007367 0.933977 -0.0647 -0.1187 0.0417 0.3777
H 4.505261 0.512094 0.181359 -0.0739 -0.0406 -0.1158 0.2510
H 5.228498 1.487997 1.472870 0.1131 0.0241 -0.1216 0.2954
C -5.555846 -1.327369 4.740438 0.0756 0.1435 0.1888 -0.7526
O -4.400981 -0.666256 4.234295 -0.1526 -0.2604 -0.3320 -0.3897
C -4.277992 -0.802638 2.814339 0.0492 0.5211 0.2579 -0.0631
C -4.712724 0.475917 2.094523 -0.4936 -0.3640 -0.0736 -0.6573
O -6.119215 0.696941 2.232048 0.5347 0.0012 0.3035 -0.3730
C -6.415559 1.698444 3.200072 -0.1925 0.0065 -0.1810 -0.7022
H -5.694691 -1.024761 5.781467 0.1233 0.0048 -0.1437 0.2797
H -6.453534 -1.060363 4.178427 0.0480 -0.0459 -0.0288 0.3210
H -5.406772 -2.410615 4.709352 -0.1414 -0.0891 -0.0418 0.3056
H -4.846314 -1.670447 2.453703 -0.0017 0.1812 0.0376 0.3407
H -3.218939 -0.983650 2.603359 0.0413 0.0044 -0.0721 0.1413
H -4.511543 0.362217 1.024313 0.0403 -0.0151 0.0126 0.3395
H -4.142413 1.342450 2.454284 -0.0662 -0.1660 0.0515 0.3623
H -6.151921 2.682864 2.803151 0.0218 0.0580 0.1055 0.3229
H -5.886638 1.525289 4.137768 0.0660 -0.0096 0.0304 0.3050
H -7.489878 1.679471 3.396613 0.1210 -0.0701 -0.1324 0.2452
C -1.546762 0.981950 -4.979148 -0.0653 -0.0190 0.2120 -0.7975
O -0.568988 1.229416 -3.974317 0.0789 0.0562 -0.3666 -0.3128
C 0.713651 1.536999 -4.531300 -0.0851 0.2585 0.4807 -0.3535
C 0.997637 3.039612 -4.473556 -0.1505 -0.1647 -0.6151 -0.4283
O 0.132019 3.766018 -5.350494 -0.0855 -0.2112 0.5281 -0.4125
C -0.925559 4.413157 -4.650040 0.1196 0.0998 -0.2655 -0.7191
H -2.528636 0.948074 -4.500228 0.1638 0.0009 0.0365 0.2606
H -1.556619 1.769049 -5.736362 0.0488 -0.0299 0.0019 0.3252
H -1.356128 0.014136 -5.452015 -0.0323 0.0173 -0.1264 0.3174
H 0.794523 1.160010 -5.559639 -0.0535 0.1627 0.1238 0.3421
H 1.457984 1.013566 -3.922320 0.0716 0.0449 -0.0379 0.2450
H 2.021605 3.217055 -4.818163 0.0033 -0.0432 0.0315 0.3198
H 0.918644 3.414986 -3.444762 -0.0874 -0.1117 -0.1164 0.3326
H -0.529739 5.268526 -4.095238 -0.0788 0.0206 0.0992 0.3216
H -1.434418 3.733477 -3.965851 0.0051 -0.0575 0.0598 0.3032
H -1.649535 4.778627 -5.381777 0.1728 -0.0608 -0.0015 0.2580

***

77
Properties=species:S:1:pos:R:3:forces:R:3:mulliken_charge:R:1 method="wB97M-V/def2-TZVPD" total_charge=0 homo_energy_ev=-8.803 orbital_gap_ev=6.94 total_energy_ha=-3107.8342
Cl 4.696695 -0.418018 3.432277 0.4964 0.2415 0.4599 -0.2264
C 3.632465 -0.090978 2.077437 -0.0498 -0.0415 -0.7982 0.5879
C 3.977535 1.090342 1.168047 1.8142 0.1619 1.1946 0.3263
Cl 5.609385 0.854762 0.420587 -0.5715 0.2122 0.2190 -0.2272
H 2.636235 0.062942 2.492097 0.1740 -0.0142 0.0747 -0.4869
H 3.628865 -0.986268 1.455707 0.1461 -0.0152 0.3932 0.1832
H 3.979095 2.007242 1.757427 0.4573 0.1275 0.0558 0.4409
H 3.217765 1.215212 0.396517 3.6323 -0.3836 1.3420 0.0996
C -0.945865 -2.823588 -0.191673 -1.7838 -3.3080 0.2033 -0.6161
N -1.392265 -4.162338 0.308817 -1.1215 -0.7052 -0.8216 1.0464
O -2.602385 -4.298498 0.434767 0.1510 -0.1752 0.3180 -0.6148
O -0.573035 -5.026728 0.576197 -0.2420 0.8156 -0.1460 -0.6389
H -0.507185 -2.418168 0.720087 -0.7718 -0.7270 -0.5948 0.1904
H -1.807135 -2.218528 -0.474893 1.2839 -2.5269 -1.0295 0.8907
H -0.324595 -3.006448 -1.068423 0.3705 -0.0971 0.6219 0.2539
C 0.238845 0.190632 1.363067 3.9923 -2.5181 -3.0482 -1.3297
N 1.217365 -0.575848 0.535237 -5.7291 -3.0047 0.8847 1.7523
O 2.221495 -0.126218 0.214077 2.5400 -3.7498 1.9495 -1.0322
O 0.787435 -1.687428 0.096597 2.8247 2.4130 7.5088 -0.8163
H -0.094135 1.030532 0.753317 0.4632 -0.9183 1.1414 0.2798
H 0.663765 0.559172 2.296727 3.0495 -0.7471 -2.3994 -0.0668
H -0.566235 -0.497738 1.620167 1.0242 -0.5242 -1.3862 0.7357
C -2.233665 1.039462 4.520837 -0.4963 -0.0925 1.0122 -0.9502
N -1.092865 1.343262 3.658317 1.5707 -1.9581 6.5447 1.0740
O -0.578415 2.421562 3.794477 1.2506 -0.1184 1.3229 -0.5309
O -0.599535 0.467032 2.955727 -4.8737 0.0222 9.4111 -0.5693
H -2.765185 0.168412 4.137617 0.8949 0.7319 0.3862 0.4864
H -2.853475 1.936072 4.525947 -0.0885 -0.1900 0.0543 0.3390
H -1.916335 0.853852 5.546977 0.5668 0.1641 -0.1391 0.3420
C -1.882095 2.202952 2.012337 -1.8793 3.4388 -2.8654 -1.2210
O -2.244645 2.752842 0.738357 -0.8393 0.0579 -0.3536 -0.3556
C -1.606475 2.470282 -0.367183 1.6303 0.7964 1.1405 0.5425
O -0.658565 1.655282 -0.422953 -4.8431 2.9755 -2.9953 -0.4154
O -1.989415 3.369852 -1.260843 -0.5474 -0.0332 0.6706 -0.4623
C -1.395855 3.354172 -2.530483 0.9499 -1.0825 -0.8646 -0.6096
H -2.787795 1.729762 2.391687 0.5061 -0.3584 -0.3077 0.4951
H -1.776775 3.028222 2.716547 -0.5013 0.9506 -1.7293 0.6026
H -0.973585 1.600712 2.008577 -1.8197 1.9735 -2.7388 0.1912
H -1.613105 2.360772 -2.923003 0.2375 0.1386 -0.6274 0.3840
H -0.315055 3.474632 -2.456623 -0.0830 -0.0637 0.2142 0.0950
H -1.765205 4.134822 -3.195513 -0.4873 -0.0440 0.5450 0.3437
C -2.416805 -0.406138 0.010507 -1.8004 -1.5579 0.6326 -0.3623
O -2.868185 -0.061728 1.337107 -0.9055 0.8845 2.0724 0.1426
C -3.939365 -0.618978 1.969977 -2.5825 -3.1079 -3.8312 0.4399
O -4.728605 -1.438468 1.418887 2.9519 2.9003 2.1601 -0.6052
O -4.093405 -0.155758 3.225977 -0.2173 -0.1494 -1.2678 -0.2883
C -4.995125 -0.848658 4.095557 -0.8796 -1.0916 -0.2297 -0.8071
H -1.444105 0.010142 -0.251543 -0.7651 -0.2270 0.6967 -0.4005
H -3.150825 -0.140698 -0.750323 -0.1883 -0.0453 0.1142 0.3707
H -2.318815 -1.482528 0.151417 -1.3926 2.0426 -0.0630 0.3135
H -4.749405 -0.731928 5.151067 0.5904 0.5402 -0.2505 0.3239
H -4.944815 -1.916278 3.881667 -0.0969 0.0688 -0.1123 0.3486
H -6.024795 -0.515878 3.964607 0.1497 0.1044 -0.2589 0.2857
C 3.042855 -4.182288 -5.202573 1.0748 -1.0251 0.4508 -0.7286
O 2.175825 -3.253188 -4.580063 -0.5820 -0.4470 -0.6337 -0.3606
C 2.533745 -2.708398 -3.424883 2.2003 0.7224 1.4737 0.8354
O 3.654445 -2.647778 -2.941633 -1.2636 -0.5317 -0.9282 -0.6024
O 1.450685 -2.214748 -2.854633 -1.2914 0.4651 -0.8207 -0.5393
C 1.500565 -1.289238 -1.774293 0.6780 -0.1445 -3.1442 0.2778
H 3.028695 -5.162958 -4.726963 -0.5116 -0.0282 0.5205 0.3168
H 4.093455 -3.915018 -5.088943 -0.0967 0.5551 -0.4386 0.3374
H 2.746235 -4.413938 -6.225533 -0.0923 0.8533 0.0241 0.2496
H 0.527175 -1.302948 -1.283953 0.0712 -0.1258 -2.8020 -0.1132
H 1.635945 -0.239548 -2.034913 -0.8508 -2.6289 -0.5087 -0.2614
H 2.264625 -1.573218 -1.050643 0.1325 -0.0780 -1.6828 0.6139
C 1.885475 1.925612 -0.407183 -1.4397 2.6950 0.2952 -1.7448
O 2.555315 1.017522 -1.258463 1.4673 3.6214 -3.3627 -0.1164
C 2.381215 1.083382 -2.587853 2.2148 0.2724 -2.3147 0.6035
O 2.964845 0.388502 -3.389613 0.1270 0.7787 0.7461 -0.6742
O 1.514705 1.998702 -2.958353 -0.5800 1.8472 0.8232 -0.2833
C 1.145415 2.283082 -4.289663 -1.6012 -0.8133 -1.1281 -0.8712
H 2.231475 2.959092 -0.423993 0.3101 0.0658 -0.7504 0.4272
H 2.083625 1.589622 0.610627 -1.3924 1.4466 -0.7149 0.3165
H 0.802375 1.888252 -0.523803 1.8880 0.4116 -0.6931 1.0084
H 0.535275 3.185842 -4.260593 0.4109 0.0894 0.1230 0.2764
H 0.456815 1.503962 -4.616613 -0.1287 -0.2397 0.0635 0.3822
H 1.817425 2.348562 -5.145353 1.0935 0.0522 0.9167 0.3760